(1)
The following is a quantum chemistry calculation of an isolated ion of composition C6H13N2O and charge +1, from OMol25.

Geometry (Å):
C: 1.3940 -1.0571 1.9719
C: 0.5552 -0.1434 1.1162
C: -0.7676 -0.7896 0.6919
C: -2.0825 -0.0991 0.7226
C: 0.3017 -0.5316 -0.3176
O: 1.0683 -1.3451 -1.1231
C: 0.2225 1.0242 -1.3806
N: 0.6953 0.7831 -2.5967
N: -0.1589 2.1763 -0.9669
H: 1.9002 -0.3621 2.7013
H: 2.0440 -1.6604 1.3674
H: 0.7154 -1.6629 2.5253
H: 0.6176 0.8881 1.4583
H: -0.8586 -1.7944 0.8774
H: -2.8434 -0.5382 0.1640
H: -1.8967 0.9623 0.4739
H: -2.3938 0.0343 1.7269
H: 0.6867 -2.1714 -1.4810
H: 0.8311 -0.2687 -2.7285
H: 0.5645 1.3873 -3.4408
H: -0.4473 2.3341 -0.0586
H: -0.1478 2.8343 -1.7033

Total charge   +1
SMILES   C[C@@H]1[C@@H](C)C1(O)C(N)=[NH2+]
Strongest force on any atom   4.9 eV/A
HOMO energy   -13.945 eV
Gap between HOMO and LUMO   11.03 eV
Relative energy (zero: lowest compared OMol25 entry of this formula, charge and spin)   256.3 kJ/mol

(2)
The following is a quantum chemistry calculation of a 3-piece molecular cluster, C4H12IO4 overall, from OMol25.

Geometry (Å):
I: -14.3481 -27.0315 3.2655
C: -15.9332 -24.6250 6.1877
C: -15.8080 -25.1910 7.5846
O: -15.2858 -26.5055 7.5873
O: -16.7819 -25.4336 5.3766
H: -14.9523 -24.6146 5.6976
H: -16.3685 -23.6259 6.2270
H: -16.7941 -25.2420 8.0669
H: -15.1966 -24.5380 8.2095
H: -15.9387 -27.0799 7.1790
H: -16.2354 -26.1635 5.0380
C: -11.0422 -23.8779 6.3119
C: -11.4112 -24.5983 5.0233
O: -11.6907 -25.9459 5.2976
O: -9.9381 -24.4849 6.9811
H: -11.9097 -23.7869 6.9726
H: -10.7542 -22.8479 6.0469
H: -10.5955 -24.4241 4.3077
H: -12.2999 -24.0801 4.6409
H: -12.3416 -26.2209 4.6158
H: -9.3521 -23.7913 7.2836

Total charge   -1
Strongest force on any atom   0.9 eV/A
HOMO energy   -4.125 eV
Gap between HOMO and LUMO   7.17 eV
Relative energy (zero: lowest compared OMol25 entry of this formula, charge and spin)   62.0 kJ/mol

(3)
The following is a quantum chemistry calculation of a 4-piece molecular cluster, C2H13NO3 overall, from OMol25.

Geometry (Å):
C: 1.1087 -2.9785 0.3426
C: -0.1070 -2.3826 -0.3492
N: -0.2360 -0.9572 0.1910
H: 1.2669 -2.8522 1.4261
H: 1.2775 -4.0592 0.2205
H: 1.9009 -2.2987 -0.0842
H: -0.0056 -2.4283 -1.4961
H: -0.9345 -2.9054 -0.0826
H: -0.8108 -0.4862 -0.4667
H: -0.9049 -0.8459 1.1269
H: -3.5034 4.8801 -1.7804
H: -3.4362 3.3253 -2.1846
O: -2.8975 4.0501 -1.9499
H: 0.8146 -0.3225 1.9411
H: 1.1676 0.2140 3.3406
O: 1.6244 -0.0667 2.5039
H: 1.3364 4.1091 -1.0367
H: 1.5237 2.6689 -0.8851
O: 0.8153 3.3359 -0.7772

Total charge   +1
2S+1   2
Strongest force on any atom   6.1 eV/A
Expectation value of S²   0.755
HOMO energy (alpha / beta)   -13.515 / -13.515 eV
Gap between HOMO and LUMO (alpha / beta)   9.26 / 3.63 eV
Relative energy (zero: lowest compared OMol25 entry of this formula, charge and spin)   279.6 kJ/mol

(4)
The following is a quantum chemistry calculation of one molecule with the formula C3H5N3OS, from OMol25.

Geometry (Å):
N: -0.3354 -1.3934 2.3604
C: -0.1656 -0.6461 1.1925
C: -0.0064 0.6997 0.8987
N: 0.1149 0.7999 -0.4433
S: 0.3034 2.2493 -1.3352
N: 0.0206 -0.3790 -1.1085
C: -0.1396 -1.2247 -0.1175
O: -0.2759 -2.5718 -0.3203
H: 0.4871 -1.2217 3.0200
H: -1.1843 -1.1852 2.8491
H: 0.0467 1.5933 1.5318
H: 1.6466 2.1951 -1.5559
H: -0.3732 -2.9617 0.5795

SMILES   Nc1cn(S)nc1O
Strongest force on any atom   2.7 eV/A
HOMO energy   -8.827 eV
Gap between HOMO and LUMO   9.45 eV
Relative energy (zero: lowest compared OMol25 entry of this formula, charge and spin)   181.1 kJ/mol

(5)
The following is a quantum chemistry calculation of a 3-piece molecular cluster, C5H16NO overall, from OMol25.

Geometry (Å):
C: 0.9985 1.9027 -0.5329
C: 0.6157 1.0442 0.6660
C: 0.9792 -0.4277 0.5699
C: 2.4554 -0.7891 0.2100
C: 0.1101 -1.2250 -0.4772
N: -3.0630 -0.7534 1.1224
H: 2.0713 1.7703 -0.7113
H: 0.4643 1.4914 -1.4391
H: 0.7732 2.9550 -0.3657
H: 1.2323 1.4188 1.4770
H: 0.7319 -0.9587 1.4988
H: 2.9081 -1.2712 1.0502
H: 2.4476 -1.3187 -0.7391
H: 2.9968 0.1469 0.0143
H: 0.2348 -2.3174 -0.4305
H: -0.9887 -1.0697 -0.2737
H: 0.5705 -0.8892 -1.4135
H: -3.6794 -1.5555 1.0643
H: -3.5365 0.0629 1.4911
H: -0.4027 1.2631 0.9345
H: -1.6921 0.2545 -2.2669
H: -2.7647 -0.5469 0.1766
O: -1.3415 0.3288 -1.3496

Total charge   +1
Strongest force on any atom   2.2 eV/A
HOMO energy   -14.196 eV
Gap between HOMO and LUMO   4.55 eV
Relative energy (zero: lowest compared OMol25 entry of this formula, charge and spin)   814.0 kJ/mol

(6)
The following is a quantum chemistry calculation of one molecule with the formula C5H7NO2S2, from OMol25.

Geometry (Å):
O: 1.6297 1.9546 1.2431
S: 1.6705 1.1191 0.0913
O: 2.7574 1.2972 -0.7405
C: 1.5530 -0.6241 0.4818
C: 0.2789 -1.0346 0.6840
C: -1.0660 -0.2858 0.9548
C: -1.9933 0.5695 0.0377
S: -3.6080 0.7558 0.4313
N: -1.3516 1.6030 -0.7510
C: 0.0866 1.5290 -1.2233
H: 2.4701 -1.0707 0.6406
H: 0.1842 -2.1408 0.7844
H: -0.9669 0.3500 2.0254
H: -1.8449 -0.9460 1.2563
H: -1.9432 2.4383 -0.5869
H: 0.2309 0.5860 -1.6369
H: 0.3267 2.2861 -1.9308

SMILES   O=S1(=O)C=CCC(=S)NC1
Strongest force on any atom   5.2 eV/A
HOMO energy   -9.020 eV
Gap between HOMO and LUMO   8.38 eV
Relative energy (zero: lowest compared OMol25 entry of this formula, charge and spin)   366.1 kJ/mol

(7)
The following is a quantum chemistry calculation of C2H10NO3 as an isolated structure, from OMol25.

Geometry (Å):
C: 0.6234 0.1085 1.5745
O: 0.1852 0.8998 0.4749
C: -0.0929 -1.2250 1.6305
N: -0.3452 -1.8743 0.3596
H: 1.7708 -0.0288 1.4094
H: 0.4252 0.6392 2.5156
H: 0.6750 -2.0756 2.3461
H: -1.0075 -1.0900 2.1073
H: -1.0688 -1.4765 -0.3107
H: 0.4057 -1.8365 -0.3477
H: -0.8803 0.6215 -0.9194
H: -2.1107 1.3481 -1.1666
O: -1.6912 0.5031 -1.5632
H: 1.0428 2.0943 -1.7409
H: 1.1618 0.7771 -1.0928
O: 1.3584 1.2029 -1.9802

Total charge   -1
Strongest force on any atom   4.3 eV/A
HOMO energy   -3.736 eV
Gap between HOMO and LUMO   8.09 eV
Relative energy (zero: lowest compared OMol25 entry of this formula, charge and spin)   155.9 kJ/mol

(8)
The following is a quantum chemistry calculation of one molecule with the formula C11H19B, from OMol25.

Geometry (Å):
C: 3.0226 -1.3501 -0.1935
C: 2.3869 -0.2038 0.0272
C: 3.1282 1.0575 0.3336
B: 0.6734 -0.1989 -0.0415
C: -0.3078 -1.0124 -0.9495
C: -1.0159 0.0200 -1.8622
C: -1.6953 1.1790 -1.1295
C: -0.8425 1.8062 -0.0277
C: -0.1164 0.7978 0.8854
C: -1.0392 -0.0304 1.7983
C: -1.9663 -0.9981 1.0614
C: -1.2906 -1.7998 -0.0561
H: 4.0983 -1.4356 -0.1338
H: 2.4931 -2.2594 -0.4238
H: 2.9048 1.3941 1.3450
H: 4.2016 0.8966 0.2484
H: 2.8348 1.8479 -0.3550
H: 0.1627 -1.7407 -1.6195
H: -1.7645 -0.4928 -2.4724
H: -0.2594 0.4250 -2.5397
H: -2.6481 0.8476 -0.7201
H: -1.9315 1.9578 -1.8629
H: -0.0686 2.4206 -0.4980
H: -1.4646 2.4736 0.5756
H: 0.5181 1.3946 1.5509
H: -1.6418 0.6344 2.4225
H: -0.3898 -0.6059 2.4640
H: -2.3689 -1.7070 1.7925
H: -2.8192 -0.4513 0.6647
H: -0.7251 -2.6187 0.3969
H: -2.0690 -2.2480 -0.6810

SMILES   C=C(C)B1[C@H]2CCC[C@@H]1CCC2
Strongest force on any atom   2.8 eV/A
HOMO energy   -9.334 eV
Gap between HOMO and LUMO   10.03 eV
Relative energy (zero: lowest compared OMol25 entry of this formula, charge and spin)   0.0 kJ/mol